w | A 2-piece molecular cluster, C6H10N overall. Source: the Open Molecules 2025 dataset; level of theory: ωB97M-V/def2-TZVPD.

Geometry as ORCA input:
```
! RIJCOSX wB97M-V def2-TZVPD def2/J DEFGRID3
* xyz 1 1
C 0.488 -2.082 -2.180
C 1.136 -1.053 -1.903
C 1.627 0.223 -1.474
C 0.174 0.581 0.248
C 0.399 1.803 0.984
C -1.715 -0.572 1.326
N -0.585 -0.445 0.420
H 0.059 -3.045 -2.428
H 2.451 0.121 -0.861
H 1.532 1.119 -2.010
H -0.152 1.683 1.893
H 0.042 2.658 0.412
H 1.360 1.983 0.941
H -2.685 -0.228 1.020
H -1.938 -1.600 1.630
H -1.584 -0.023 2.282
H -0.611 -1.123 -0.300
*
```

Summary:
HOMO-LUMO gap in eV: 9.317


x | C6H10N as an isolated structure. Source: the Open Molecules 2025 dataset; level of theory: ωB97M-V/def2-TZVPD.

Geometry as ORCA input:
```
! RIJCOSX wB97M-V def2-TZVPD def2/J DEFGRID3
* xyz 1 1
C 0.028 0.820 0.220
C 0.363 -0.101 -0.863
C 0.482 1.494 -0.938
C -0.217 -0.532 0.373
C 1.911 2.039 -0.862
C 0.161 -1.551 1.402
N -2.030 -1.013 0.063
H -0.100 2.071 -1.632
H 2.339 1.823 -1.780
H 2.502 1.658 -0.060
H 1.849 3.088 -0.968
H -0.354 -2.358 0.827
H -0.187 -1.454 2.497
H 1.199 -1.803 1.428
H -2.538 -0.249 -0.417
H -2.732 -1.131 0.758
H -1.909 -1.660 -0.650
*
```

Summary:
HOMO-LUMO gap in eV: 10.665


y | An isolated ion of composition C6H10N and charge +1. Source: the Open Molecules 2025 dataset; level of theory: ωB97M-V/def2-TZVPD.

Geometry as ORCA input:
```
! RIJCOSX wB97M-V def2-TZVPD def2/J DEFGRID3
* xyz 1 1
C 1.073 1.234 0.817
C 0.137 0.380 0.024
C -1.293 -0.153 0.574
N -1.430 -1.575 0.165
C -0.365 -1.792 -0.575
C 0.812 -0.746 -0.789
C 0.252 0.473 -1.448
H 1.044 1.042 2.008
H 0.801 2.246 0.728
H 2.132 1.166 0.434
H -1.421 -0.032 1.686
H -2.075 0.343 -0.028
H -2.393 -1.894 0.252
H -0.137 -2.782 -0.785
H 1.739 -1.312 -0.877
H -0.516 0.322 -2.146
H 1.108 1.031 -1.874
*
```

Summary:
HOMO-LUMO gap in eV: 10.183
SMILES string: C[C@]12C[NH+]=C[C@H]1C2


z | An isolated ion of composition C6H10N and charge +1. Source: the Open Molecules 2025 dataset; level of theory: ωB97M-V/def2-TZVPD.

Geometry as ORCA input:
```
! RIJCOSX wB97M-V def2-TZVPD def2/J DEFGRID3
* xyz 1 1
C -0.614 -1.484 0.050
C -0.402 0.043 -0.024
N 0.911 0.351 0.056
C 1.980 1.048 0.116
C 2.604 -0.251 -0.182
C -1.235 1.044 0.727
C -1.325 0.961 -0.791
H -1.672 -1.707 -0.228
H -0.280 -1.923 0.944
H 0.106 -2.093 -0.579
H 2.186 2.006 0.618
H 2.735 -0.541 -1.175
H 2.716 -1.068 0.590
H -0.707 1.937 1.058
H -1.825 0.664 1.524
H -2.241 0.423 -1.284
H -0.918 1.745 -1.545
*
```

Summary:
HOMO-LUMO gap in eV: 9.715
SMILES string: CC1([N+]2=CC2)CC1


Which is most stable, and by how much? y, by 2.368 eV.


w | A 2-piece molecular cluster, C6H10N overall. Source: the Open Molecules 2025 dataset; level of theory: ωB97M-V/def2-TZVPD.

Geometry as ORCA input:
```
! RIJCOSX wB97M-V def2-TZVPD def2/J DEFGRID3
* xyz 1 1
C -2.635 1.239 -0.663
C -3.173 0.352 -0.017
C 0.723 0.078 -1.471
C 1.002 0.587 -0.345
C 1.758 1.373 0.568
C 0.210 -1.781 0.316
N -0.077 -0.435 -0.222
H -2.279 1.988 -1.238
H -3.836 -0.372 0.512
H 0.555 -0.205 -2.436
H 1.844 2.242 -0.071
H 2.736 1.145 0.800
H 1.148 1.728 1.416
H -0.004 -2.484 -0.588
H 1.123 -1.946 0.725
H -0.419 -2.114 1.117
H -1.080 -0.157 -0.415
*
```

Summary:
HOMO-LUMO gap in eV: 11.551


x | An isolated ion of composition C6H10N and charge +1. Source: the Open Molecules 2025 dataset; level of theory: ωB97M-V/def2-TZVPD.

Geometry as ORCA input:
```
! RIJCOSX wB97M-V def2-TZVPD def2/J DEFGRID3
* xyz 1 1
C -2.453 1.153 -0.036
C -1.496 0.022 0.029
C -1.372 -1.299 0.040
C 0.151 -1.350 0.051
C 0.112 0.120 -0.079
C 1.268 0.857 -0.123
N 2.607 0.162 -0.072
H -2.463 1.594 0.923
H -3.422 0.745 -0.062
H -2.085 1.706 -0.881
H -2.070 -2.123 -0.075
H 0.343 -1.601 1.013
H 0.646 -1.844 -0.727
H 1.367 1.862 -0.009
H 3.053 0.013 -1.047
H 2.586 -0.756 0.421
H 3.227 0.739 0.633
*
```

Summary:
HOMO-LUMO gap in eV: 9.510
SMILES string: CC1=CC/C1=C\[NH3+]


y | An isolated ion of composition C6H10N and charge +1. Source: the Open Molecules 2025 dataset; level of theory: ωB97M-V/def2-TZVPD.

Geometry as ORCA input:
```
! RIJCOSX wB97M-V def2-TZVPD def2/J DEFGRID3
* xyz 1 1
C 2.337 1.666 -1.707
C 1.130 1.129 -1.369
C 0.876 0.032 -0.425
C -0.199 -0.434 0.320
C -0.255 -1.941 0.620
N -1.337 0.303 0.729
C -2.343 0.009 1.472
H 2.341 2.457 -2.398
H 3.265 1.375 -1.307
H 0.244 1.617 -1.886
H 1.720 -0.670 -0.262
H -0.196 -2.195 1.674
H 0.670 -2.399 0.189
H -1.343 -2.187 0.400
H -1.311 1.352 0.346
H -3.129 0.788 1.552
H -2.468 -0.904 2.050
*
```

Summary:
HOMO-LUMO gap in eV: 7.397
SMILES string: C=C/C=C(/C)[NH+]=C


z | A 2-piece molecular cluster, C6H10N overall. Source: the Open Molecules 2025 dataset; level of theory: ωB97M-V/def2-TZVPD.

Geometry as ORCA input:
```
! RIJCOSX wB97M-V def2-TZVPD def2/J DEFGRID3
* xyz 1 1
C -0.982 2.475 0.856
C 0.751 -2.324 0.371
C -0.163 2.272 -0.085
C 0.067 0.197 -0.437
C 0.568 -0.936 0.124
C -0.731 0.012 -1.693
N 1.338 -1.396 1.258
H -1.187 1.723 1.568
H -1.319 3.433 0.981
H -0.105 -2.804 0.590
H 1.487 -2.959 -0.222
H 0.200 2.831 -0.995
H -1.834 0.207 -1.382
H -0.825 -1.036 -2.184
H -0.526 0.876 -2.318
H 0.854 -1.304 2.145
H 2.406 -1.268 1.422
*
```

Summary:
HOMO-LUMO gap in eV: 10.511


Which is most stable, and by how much? y, by 0.549 eV.


w | A 2-piece molecular cluster, CH3N3O overall. Source: the Open Molecules 2025 dataset; level of theory: ωB97M-V/def2-TZVPD.

Geometry as ORCA input:
```
! RIJCOSX wB97M-V def2-TZVPD def2/J DEFGRID3
* xyz 0 1
H 0.342 1.480 -3.346
N 0.142 1.755 -2.374
N -0.106 0.959 -1.501
H -0.006 -0.147 -1.610
N -0.208 -1.212 1.537
C 0.025 -0.677 2.567
O 0.228 -0.002 3.458
H -0.417 -2.155 1.269
*
```

Summary:
HOMO-LUMO gap in eV: 9.582
SMILES string: [H]/N=N\[H].N=C=O


x | One molecule with the formula CH3N3O. Source: the Open Molecules 2025 dataset; level of theory: ωB97M-V/def2-TZVPD.

Geometry as ORCA input:
```
! RIJCOSX wB97M-V def2-TZVPD def2/J DEFGRID3
* xyz 0 1
N 4.120 0.532 0.070
C 3.165 -0.075 0.126
O 1.758 -0.909 0.204
N 0.781 -0.384 -0.655
N -0.227 0.297 0.002
H 0.394 -1.206 -1.120
H -0.573 -0.174 0.841
H 0.085 1.236 0.237
*
```

Summary:
HOMO-LUMO gap in eV: 10.611
SMILES string: N#CONN


y | A 2-piece molecular cluster, CH3N3O overall. Source: the Open Molecules 2025 dataset; level of theory: ωB97M-V/def2-TZVPD.

Geometry as ORCA input:
```
! RIJCOSX wB97M-V def2-TZVPD def2/J DEFGRID3
* xyz 0 1
N 3.571 0.736 0.077
N 2.860 -0.106 -0.013
O 2.106 -0.974 -0.110
C -0.157 -0.210 -0.252
N -0.023 1.034 -0.307
H -0.369 -0.803 0.646
H -0.112 -0.762 -1.185
H -0.099 1.525 0.584
*
```

Summary:
HOMO-LUMO gap in eV: 11.022
SMILES string: N#[N+][O-].C=N


Which is most stable, and by how much? w, by 0.548 eV.


w | Br2H2N2O2S as an isolated structure. Source: the Open Molecules 2025 dataset; level of theory: ωB97M-V/def2-TZVPD.

Geometry as ORCA input:
```
! RIJCOSX wB97M-V def2-TZVPD def2/J DEFGRID3
* xyz 0 1
N -0.433 1.196 -0.777
N 3.360 -0.375 -0.729
O 1.129 0.584 1.148
O 1.439 2.762 -0.069
S 1.183 1.303 -0.104
Br 2.555 -1.724 0.165
Br 4.349 0.878 0.159
H -0.571 1.449 -1.756
H -0.858 0.212 -0.592
*
```

Summary:
HOMO-LUMO gap (spin up / spin down) in eV: 8.153 / 7.225


x | One molecule with the formula Br2H2N2O2S. Source: the Open Molecules 2025 dataset; level of theory: ωB97M-V/def2-TZVPD.

Geometry as ORCA input:
```
! RIJCOSX wB97M-V def2-TZVPD def2/J DEFGRID3
* xyz 0 1
N -1.909 0.514 -0.051
N 3.207 -0.023 0.258
O -0.710 -0.897 -1.876
O -1.168 -1.838 0.501
S -0.806 -0.825 -0.445
Br 1.569 -0.677 0.682
Br 3.216 1.754 0.461
H -1.946 0.674 0.969
H -1.452 1.318 -0.500
*
```

Summary:
HOMO-LUMO gap (spin up / spin down) in eV: 8.028 / 6.944


Which is most stable, and by how much? w, by 0.089 eV.


w | An isolated ion of composition C3H8NOS and charge +1. Source: the Open Molecules 2025 dataset; level of theory: ωB97M-V/def2-TZVPD.

Geometry as ORCA input:
```
! RIJCOSX wB97M-V def2-TZVPD def2/J DEFGRID3
* xyz 1 1
C -1.692 -0.108 -0.487
C -0.144 -0.062 0.172
N 0.921 -0.255 -0.834
S 0.306 -1.344 1.516
C 0.278 1.159 0.984
O 1.387 1.641 0.823
H -1.837 -1.202 -0.698
H -2.419 0.194 0.247
H -1.464 0.412 -1.384
H 0.694 0.046 -1.743
H 1.632 0.486 -0.469
H 1.316 -1.288 -0.840
H 1.573 -1.282 1.173
H -0.552 1.602 1.540
*
```

Summary:
HOMO-LUMO gap in eV: 10.342
SMILES string: C[C@]([NH3+])(S)C=O


x | An isolated ion of composition C3H8NOS and charge +1. Source: the Open Molecules 2025 dataset; level of theory: ωB97M-V/def2-TZVPD.

Geometry as ORCA input:
```
! RIJCOSX wB97M-V def2-TZVPD def2/J DEFGRID3
* xyz 1 1
N 1.326 -1.559 0.734
C 0.332 -0.827 -0.092
C 1.150 0.098 -1.038
O 1.955 0.848 -0.553
C -0.515 0.074 0.794
S -1.922 0.838 -0.153
H 1.888 -0.922 1.319
H 0.938 -2.215 1.424
H 2.032 -2.077 0.227
H -0.144 -1.581 -0.720
H 1.064 0.062 -2.135
H -0.920 -0.358 1.707
H 0.122 0.897 1.116
H -2.807 0.554 0.812
*
```

Summary:
HOMO-LUMO gap in eV: 9.035
SMILES string: [NH3+][C@H](C=O)CS


Which is most stable, and by how much? x, by 0.582 eV.